Below is a structure of composition C26H35O2Sc at a distorted geometry, with properties calculated with ωB97M-V/def2-TZVPD.

Each line ends with the Löwdin charge.
CARTESIAN COORDINATES (ANGSTROEM)
O  -0.087  -0.253  -3.740  -0.08
C  -0.229  0.987  -4.541  -0.16
C  -0.173  0.391  -5.917  -0.08
H  0.678  1.591  -4.409  0.13
H  -1.178  1.511  -4.343  0.13
C  -0.055  -0.840  -5.033  -0.66
H  0.732  0.663  -6.456  0.12
H  -1.095  0.527  -6.488  0.12
C  1.186  -1.574  -5.402  -0.01
H  2.116  -1.051  -5.158  0.10
H  1.072  -1.746  -6.480  0.10
H  1.246  -2.567  -4.961  0.09
C  -1.272  -1.631  -5.308  -0.03
H  -2.157  -1.050  -5.042  0.10
H  -1.310  -2.532  -4.704  0.09
H  -1.249  -1.878  -6.374  0.10
Sc  -0.768  -1.077  1.478  0.94
C  -2.772  -0.954  2.776  -0.15
C  -2.346  0.385  2.545  -0.16
C  -2.334  0.617  1.139  -0.18
H  -2.033  1.102  3.303  0.09
C  -2.797  -0.577  0.486  -0.17
C  -3.057  -1.551  1.506  -0.18
H  -3.469  -2.547  1.337  0.11
H  -2.863  -1.446  3.747  0.12
H  -2.113  1.570  0.669  0.09
H  -3.028  -0.698  -0.571  0.11
C  0.574  -2.273  3.032  -0.14
C  -0.164  -3.217  2.255  -0.18
C  0.262  -3.108  0.894  -0.18
H  -0.934  -3.906  2.602  0.12
C  1.256  -2.085  0.821  -0.18
C  1.471  -1.594  2.148  -0.15
H  2.243  -0.877  2.419  0.10
H  0.451  -2.098  4.103  0.12
H  -0.062  -3.737  0.065  0.11
H  1.820  -1.816  -0.070  0.11
O  1.608  1.759  -1.522  -0.13
C  0.484  0.805  -1.326  -0.16
C  -0.827  1.564  -1.602  -0.18
H  0.606  0.367  -0.271  0.10
H  0.494  0.012  -2.071  0.09
C  -0.261  2.806  -2.283  -0.17
H  -1.198  1.817  -0.619  0.05
H  -1.697  1.104  -2.084  0.12
C  0.950  3.032  -1.357  -0.17
H  -0.990  3.491  -2.726  0.12
H  0.206  2.527  -3.242  0.06
H  0.674  3.154  -0.274  0.13
H  1.626  3.817  -1.655  0.11
C  0.529  1.224  2.759  -0.12
C  1.083  1.014  4.067  -0.34
C  2.492  1.121  4.292  -0.07
C  3.042  0.935  5.556  -0.11
C  2.214  0.645  6.649  -0.12
C  0.830  0.534  6.466  -0.11
C  0.271  0.697  5.200  -0.07
H  1.228  1.205  1.916  0.02
H  -0.216  2.018  2.666  0.04
H  3.136  1.350  3.435  0.11
H  4.124  1.010  5.692  0.10
H  2.643  0.492  7.635  0.09
H  0.186  0.289  7.314  0.10
H  -0.803  0.550  5.056  0.09

Results
Multiplicity ... 1
E ... -52320.4578 eV